Record 1
The following is a DFT calculation (wB97M-V/def2-TZVPD) of the molecule C4H4N2O at a distorted geometry.

Computed properties:
SMILES string: CC1=NC=NC1=O
HOMO-LUMO gap in eV: 8.5
E_LUMO in eV: -1.81
Spin multiplicity: 1
E_HOMO in eV: -10.26
Energy above the lowest of the compared OMol25 structures with the same formula, charge and spin in kcal per mole: 73.97
E in eV: -9237.2801

Last column: Löwdin charge in e.
Geometry (Å):
C -0.7176 1.4690 -0.5402  -0.07
C -0.0023 0.2280 -0.1801  -0.21
C 1.2670 -1.4879 -0.0610  -0.24
C -0.1995 -0.5140 1.2804  -0.27
H -0.4431 2.5773 0.0452  0.17
H -1.7930 1.3044 -0.6479  0.07
H -0.5534 1.6054 -1.6929  0.10
H 2.0510 -2.3559 -0.3480  0.16
N 0.8602 -0.4892 -0.9418  0.12
N 0.7360 -1.5880 1.0885  0.07
O -1.2054 -0.7490 1.9978  0.09

Atoms 1-2, force components in eV/Å:
C 0.6 2.7 -2.6
C 1.7 -0.6 -0.2

=====

Record 2
The following is a DFT calculation (wB97M-V/def2-TZVPD) of a structure of composition C44H59BrGeHfN2OSb at a distorted geometry.

Computed properties:
HOMO-LUMO gap in eV: 4.3
E_LUMO in eV: -10.10
Spin multiplicity: 1
Charge: +3
E_HOMO in eV: -14.38
Energy above the lowest of the compared OMol25 structures with the same formula, charge and spin in kcal per mole: 81.73
E in eV: -185985.8320

Last column: Löwdin charge in e.
Geometry (Å):
Hf -1.6189 1.5005 0.9720  1.16
C -1.1022 3.3526 3.7581  0.00
N -1.4911 3.3911 2.2735  -0.37
C -0.6352 4.4249 1.6708  -0.07
C -2.9169 3.7728 2.2100  -0.16
C -3.7012 2.5078 2.1588  -0.29
C -4.3119 1.9550 3.3212  -0.01
C -5.0283 0.7984 3.2970  0.01
C -5.2544 0.1020 2.0728  0.01
C -4.7326 0.5945 0.8740  -0.12
C -3.9039 1.8335 0.9072  -0.27
H -1.3004 4.3536 4.1251  0.11
H -0.0482 3.1439 3.8008  0.07
H -1.7456 2.6839 4.3206  0.09
H -0.7306 5.3618 2.2814  0.13
H -0.9310 4.6665 0.6023  0.10
H 0.4308 4.1709 1.6697  0.07
H -3.1601 4.4303 1.2865  0.18
H -3.2115 4.3273 3.1383  0.16
H -4.1241 2.5244 4.2014  0.13
H -5.5214 0.4428 4.1897  0.14
H -5.8692 -0.7623 1.9949  0.13
H -5.1903 0.3383 -0.0873  0.11
C 4.0266 -2.5467 -6.5621  -0.13
C 5.5301 -2.2407 -6.1381  -0.13
C 5.4512 -0.9456 -5.3416  -0.20
O 4.2634 -0.2065 -5.7908  -0.18
C 3.3046 -1.2988 -6.0392  -0.21
H 3.6378 -3.4414 -6.0651  0.10
H 3.9377 -2.6405 -7.6614  0.12
H 6.0673 -1.9456 -7.0423  0.11
H 6.0116 -3.0271 -5.5561  0.11
H 6.2324 -0.1713 -5.3885  0.13
H 5.2303 -1.1302 -4.3078  0.08
H 2.6076 -0.9060 -6.8171  0.12
H 2.8020 -1.4414 -5.0868  0.09
Br -1.6061 -0.3440 2.7692  0.29
C -0.8579 -6.0621 -0.4154  -0.09
C -1.9149 -4.9830 -0.1458  -0.27
C -1.5795 -3.5463 -0.5453  -0.28
C -2.5997 -2.5433 0.0844  -0.35
Ge -2.7103 -0.6500 -0.5855  1.07
C -3.3459 -0.7434 -2.4642  -0.36
C -4.6995 -0.3907 -2.8363  -0.33
C -4.7318 0.0110 -4.3152  -0.28
C -6.1088 0.0494 -4.9761  -0.10
H -1.1394 -6.9224 0.2449  0.10
H 0.1435 -5.7382 -0.1370  0.06
H -0.8495 -6.3004 -1.4826  0.08
H -1.9335 -4.9413 0.9185  0.09
H -2.8935 -5.2670 -0.5881  0.13
H -1.5507 -3.4813 -1.6668  0.11
H -0.5385 -3.2686 -0.2945  0.10
H -2.3966 -2.4785 1.1355  -0.01
H -3.6321 -2.8864 -0.0850  0.08
H -3.9794 2.5434 -0.0138  0.18
H -3.0769 -1.7868 -2.7612  0.09
H -2.5338 -0.0837 -2.9229  0.08
H -5.1282 0.3946 -2.2618  0.08
H -5.4005 -1.1948 -2.7152  0.12
H -4.0593 -0.6552 -4.9494  0.13
H -4.2453 1.0366 -4.4876  0.13
H -6.6226 -0.9084 -4.8328  0.08
H -5.9484 -0.0028 -6.0491  0.08
H -6.7095 0.9399 -4.7208  0.09
C 2.5460 3.7526 5.2339  -0.07
C 2.4403 4.0315 3.8724  -0.09
C 2.4513 2.9818 2.9544  -0.21
C 2.4314 1.6509 3.3719  -0.37
C 2.6949 1.3896 4.7126  -0.08
C 2.7820 2.4698 5.6474  -0.03
Sb 1.5058 0.3530 1.8420  1.46
C 1.5411 -1.4121 3.0368  -0.42
C 1.7306 -2.6419 2.3691  -0.14
C 1.7784 -3.8238 3.0717  -0.06
C 1.3972 -3.8115 4.4374  -0.05
C 1.1789 -2.6160 5.0834  -0.05
C 1.1466 -1.4065 4.3544  -0.19
C 3.3338 -0.1053 0.8348  -0.40
C 3.2869 -0.8999 -0.2874  -0.19
C 4.4643 -1.2635 -0.9609  -0.06
C 5.6584 -0.6801 -0.5866  -0.04
C 5.7238 0.1227 0.5960  -0.02
C 4.5376 0.4048 1.3093  -0.10
H 2.3985 4.5422 5.9653  0.12
H 2.2274 5.0255 3.5467  0.10
H 2.5238 3.2610 1.8740  0.11
H 2.7301 0.3573 5.0616  0.10
H 2.9182 2.2534 6.6878  0.11
H 1.7768 -2.6601 1.2602  0.09
H 2.2472 -4.6869 2.5524  0.13
H 1.4690 -4.7750 4.9771  0.13
H 0.8092 -2.6203 6.0773  0.11
H 0.9214 -0.4576 4.8335  0.08
H 2.3055 -1.2865 -0.5824  0.08
H 4.5294 -1.9489 -1.7832  0.10
H 6.5131 -0.8872 -1.2013  0.11
H 6.6395 0.4476 1.0352  0.11
H 4.5988 1.0287 2.2331  0.11
C 1.2240 2.9089 -2.1518  0.07
C 1.2736 1.5930 -1.6652  -0.02
C 0.1470 1.0602 -1.1016  -0.22
N -1.0114 1.8356 -0.9449  -0.23
C -1.1307 2.9987 -1.6827  -0.11
C -0.0599 3.4903 -2.3499  -0.01
H 2.0967 3.5010 -2.3830  0.14
H 2.1713 0.9506 -1.7328  0.13
H 0.0741 -0.0094 -0.7689  0.08
H -2.1081 3.5075 -1.7294  0.14
H -0.2694 4.3053 -3.0618  0.15

Atoms 1-2, force components in eV/Å:
Hf 1.4 -3.0 2.5
C -0.6 0.1 -1.0

=====

Record 3
The following is a DFT calculation (wB97M-V/def2-TZVPD) of the ion C7H18NS2 with charge +1 at a distorted geometry.

Computed properties:
SMILES string: CC(C)(C)SC[C@H]([NH3+])CS
HOMO-LUMO gap in eV: 9.4
E_LUMO in eV: -3.21
Spin multiplicity: 1
Charge: +1
E_HOMO in eV: -12.59
Energy above the lowest of the compared OMol25 structures with the same formula, charge and spin in kcal per mole: 0.00
E in eV: -30705.1406

Last column: Löwdin charge in e.
Geometry (Å):
S -4.5616 -0.5241 0.0713  0.72
S 0.9064 -0.0751 0.3829  0.95
C 3.6684 -0.1489 0.3621  -0.09
C 2.5742 -2.1749 -0.4732  -0.12
C 2.4148 -0.1561 -1.9105  -0.10
C -2.9485 -1.2581 -0.5307  -0.46
C -0.4272 -1.1935 -0.2761  -0.40
C 2.4486 -0.6540 -0.4592  -0.82
C -1.7294 -0.4729 0.0263  -0.47
N -1.8568 -0.2847 1.4740  0.20
H -5.4783 -1.2834 -0.5601  -0.12
H 3.6029 0.9008 0.4939  0.06
H 4.6366 -0.3540 -0.1571  0.11
H 3.7020 -0.6105 1.3351  0.08
H 2.4962 -2.6155 0.5661  0.11
H 3.5396 -2.4942 -0.8648  0.09
H 1.8564 -2.6512 -1.1062  0.06
H 2.4646 0.9213 -1.9085  0.08
H 1.5269 -0.3997 -2.4739  0.07
H 3.2468 -0.5740 -2.4766  0.10
H -2.9503 -2.3118 -0.2249  0.09
H -2.8854 -1.2420 -1.6170  0.09
H -0.3383 -1.3755 -1.3692  0.11
H -0.4028 -2.1672 0.1873  0.09
H -1.6311 0.4868 -0.4747  0.15
H -0.9988 0.0895 1.8232  0.09
H -2.0592 -1.1610 1.9239  0.17
H -2.6275 0.3693 1.6548  0.15

Atoms 1-2, force components in eV/Å:
S 0.7 0.2 -0.2
S -0.1 -0.6 -0.3

=====

Record 4
The following is a DFT calculation (wB97M-V/def2-TZVPD) of the ion C7H18N4O2 with charge +2 at a distorted geometry.

Computed properties:
SMILES string: C[C@H](C(=[NH2+])O)[C@@](C)(N)/C([NH3+])=C(\N)O
HOMO-LUMO gap in eV: 10.3
E_LUMO in eV: -6.59
Spin multiplicity: 1
Charge: +2
E_HOMO in eV: -16.89
Energy above the lowest of the compared OMol25 structures with the same formula, charge and spin in kcal per mole: 11.05
E in eV: -17588.5162

Last column: Löwdin charge in e.
Geometry (Å):
C 0.0880 0.1060 1.3468  -0.07
C 0.3443 1.4316 1.3048  -0.44
C -0.4387 -0.1675 -1.1526  -0.23
C -0.4452 -0.8526 0.2420  -0.43
C 0.4583 0.9882 -1.4054  -0.49
C -0.3446 -1.1495 -2.3140  0.02
C -1.9175 -1.2675 0.6499  0.02
N 0.7586 -0.5797 2.5140  0.25
N 1.7642 0.8920 -1.2567  0.24
N -0.0979 2.0979 0.2288  0.17
N 0.4006 -2.0138 0.3727  0.07
O 0.7488 1.9595 2.4014  0.14
O 0.0978 1.8600 -2.2973  0.14
H -1.5093 0.3415 -1.3320  0.19
H -0.5030 -0.6100 -3.1819  0.08
H -1.1374 -1.8345 -2.2720  0.09
H 0.6418 -1.5925 -2.2767  0.10
H -2.2451 -2.0055 -0.0343  0.08
H -2.7024 -0.4896 0.5965  0.12
H -2.0039 -1.8521 1.5020  0.07
H 1.5466 0.0554 2.9007  0.21
H 0.0919 -0.8756 3.1432  0.14
H 2.1530 0.2673 -0.4747  0.18
H 2.3385 1.6294 -1.6672  0.16
H -1.0454 2.3352 0.2250  0.14
H 0.3560 3.0365 0.0360  0.20
H 1.2602 -1.4468 2.1383  0.18
H 1.2440 -1.9271 -0.0979  0.06
H 0.0230 -2.9870 0.1322  0.17
H 0.9837 2.9519 2.4986  0.22
H -0.9089 1.6988 -2.4704  0.21

Atoms 1-2, force components in eV/Å:
C 1.8 -0.5 -0.3
C -1.9 -3.3 0.6

=====

Record 5
The following is a DFT calculation (wB97M-V/def2-TZVPD) of a cluster of 2 separate species, C2H3ClS2 in total at a distorted geometry.

Computed properties:
HOMO-LUMO gap in eV: 7.9
E_LUMO in eV: -1.18
Spin multiplicity: 1
E_HOMO in eV: -9.05
Energy above the lowest of the compared OMol25 structures with the same formula, charge and spin in kcal per mole: 78.58
E in eV: -36311.7305

Last column: Löwdin charge in e.
Geometry (Å):
C -2.2615 -0.6749 0.8121  -0.63
C 0.5028 0.6429 0.0916  -0.94
S -3.1558 0.4563 1.2369  0.75
S 0.6217 -0.6901 1.3345  0.56
Cl -0.4664 2.0578 0.8213  0.36
H -0.9235 -0.5322 1.4847  -0.19
H 1.5151 1.0697 -0.0442  0.01
H 0.0162 0.4660 -0.9909  0.09

Atoms 1-2, force components in eV/Å:
C -0.8 -0.8 -0.5
C -0.3 0.7 -1.3